Entry from the OMol25 dataset: a cluster of 2 separate species, C16H19ClN4O6S in total at a distorted geometry (ωB97M-V/def2-TZVPD).

E_HOMO in eV: -8.88
Energy in hartree: -2149.95714
E_LUMO in hartree: 0.0121
SMILES: O=C(O)CSc1nc(-c2cccc(Cl)c2)no1.CNC(=O)[C@H](CO)NC(C)=O

Geometry as ORCA input:
```
! wB97M-V def2-TZVPD RIJCOSX def2/J DEFGRID3
* xyz 0 1
O 0.688 1.775 2.538
O 4.476 -4.635 2.272
O -1.109 1.838 -1.181
Cl 1.500 0.349 -5.190
N 1.946 -1.482 1.034
N 1.072 -2.677 -0.650
O 3.439 -6.399 1.317
O 1.125 -3.470 0.517
O -4.771 1.563 0.896
S 1.972 -3.178 3.141
C -0.254 2.028 1.804
C 3.484 -5.325 2.132
C -2.202 1.494 -0.744
C 1.681 -2.676 1.474
C 1.576 -1.520 -0.296
C 2.336 1.958 -1.589
C 2.131 1.795 -2.963
C 2.152 0.876 -0.721
C 1.552 -0.524 -2.600
C 1.742 0.554 -3.473
C 1.757 -0.381 -1.213
N -3.275 1.427 -1.538
N -1.148 1.067 1.545
C -0.378 3.441 1.261
C 2.226 -4.995 2.923
C -3.273 1.756 -2.962
C -3.504 1.834 1.469
C -2.383 1.079 0.732
H 4.315 -6.434 0.900
H -5.450 1.970 1.444
H 2.634 2.923 -1.191
H 2.271 2.632 -3.639
H 2.310 1.016 0.348
H 1.247 -1.481 -3.014
H -4.151 1.184 -1.094
H -0.879 0.179 1.935
H -1.411 3.752 1.180
H 0.151 4.116 1.931
H 0.092 3.481 0.280
H 2.310 -5.468 3.903
H 1.365 -5.428 2.410
H -3.039 2.814 -3.091
H -2.511 1.166 -3.475
H -4.250 1.543 -3.399
H -3.327 2.907 1.437
H -3.519 1.513 2.512
H -2.715 0.042 0.686
*
```

Atom charges from the natural (NBO) analysis, given in e for atoms 1 to 6: number 1, O, carries -0.633; number 2, O, carries -0.580; number 3, O, carries -0.634; number 4, Cl, carries -0.002; number 5, N, carries -0.492; number 6, N, carries -0.147